Here is a molecular structure, C28H80BN12O12Pd in a non-equilibrium geometry from OMol25. Energies are from ωB97M-V/def2-TZVPD.

Structure (XYZ):
```
134
Properties=species:S:1:pos:R:3:forces:R:3:lowdin_charge:R:1
Pd -0.033 -3.240 -0.320 -0.83 0.41 -0.44 1.08
B 0.321 -1.292 0.844 -0.44 0.64 -1.06 -0.47
H 0.683 -0.495 1.582 0.99 1.05 0.71 0.01
H 0.369 -2.244 1.460 0.13 -2.04 1.41 -0.01
H -0.757 -1.027 0.565 -1.31 0.70 -0.07 -0.02
H 1.000 -1.338 -0.085 1.04 0.41 -1.30 -0.01
C -8.784 1.733 -1.624 0.16 0.38 0.76 -0.10
O -8.018 1.443 -0.461 0.85 -0.20 -0.32 -0.21
C -8.525 2.131 0.669 -0.44 -0.93 0.58 -0.23
C -7.580 2.078 1.868 0.70 -0.01 -1.58 -0.20
N -6.331 2.758 1.512 0.15 0.24 0.49 -0.05
C -5.268 2.469 2.463 0.35 -0.07 -0.24 -0.22
C -3.893 2.724 1.858 -0.64 0.75 -0.98 -0.20
O -3.835 2.131 0.547 0.33 -1.20 1.55 -0.19
C -3.726 0.705 0.674 0.57 0.67 -1.22 -0.10
H -8.441 1.143 -2.470 0.22 -0.05 0.13 0.08
H -8.650 2.802 -1.813 -0.28 0.01 -0.44 0.09
H -9.840 1.515 -1.443 -0.09 0.04 -0.08 0.09
H -9.384 1.513 0.961 -0.56 0.77 0.14 0.12
H -8.769 3.162 0.401 -0.19 0.00 0.12 0.13
H -7.380 1.017 2.069 -0.12 -0.12 0.27 0.11
H -8.054 2.527 2.738 0.00 0.09 -0.01 0.12
H -5.991 2.388 0.630 -0.33 0.10 -0.18 0.09
H -5.335 1.397 2.694 0.08 0.07 0.75 0.09
H -5.319 3.098 3.355 -0.33 -0.29 0.19 0.13
H -3.086 2.395 2.521 0.03 -0.25 -0.07 0.11
H -3.754 3.790 1.666 -0.01 0.00 0.09 0.13
H -2.682 0.411 0.845 0.16 0.12 -0.07 0.06
H -4.030 0.389 -0.326 -0.05 -0.60 0.15 0.09
H -4.293 0.202 1.458 -0.49 0.39 -0.07 0.08
C -1.312 -4.155 2.512 -0.06 -0.40 1.18 -0.05
O -1.615 -3.735 1.183 0.13 -1.55 -0.76 -0.30
C -2.790 -2.926 1.063 0.97 0.84 0.66 -0.18
C -3.099 -2.759 -0.388 -0.18 -0.48 -0.69 -0.15
N -1.918 -2.278 -1.142 0.18 0.05 0.33 -0.08
C -2.039 -2.388 -2.598 -0.12 -0.04 -0.36 -0.15
C -2.892 -1.242 -3.204 0.78 -0.73 0.13 -0.19
O -2.103 -0.085 -3.151 0.96 -0.23 -0.42 -0.19
C -2.469 0.986 -3.979 -1.77 1.52 0.04 -0.10
H -0.631 -5.004 2.581 0.33 0.23 -0.85 0.10
H -2.205 -4.564 2.991 -0.24 0.46 -0.07 0.11
H -0.893 -3.332 3.089 -0.20 0.07 0.05 0.08
H -2.466 -1.991 1.531 -0.61 0.31 -0.13 0.11
H -3.645 -3.313 1.618 0.15 -0.36 -0.03 0.15
H -3.975 -2.114 -0.492 0.20 0.32 -0.06 0.13
H -3.402 -3.698 -0.856 0.12 -0.20 0.24 0.14
H -1.792 -1.296 -0.900 0.41 0.01 -0.04 0.10
H -2.355 -3.408 -2.833 -0.80 0.21 0.04 0.13
H -1.056 -2.395 -3.073 0.15 0.67 0.28 0.10
H -3.795 -1.036 -2.623 -0.37 -0.46 -0.29 0.12
H -3.074 -1.577 -4.229 -0.48 0.38 -0.09 0.13
H -2.846 0.831 -4.996 0.84 -1.11 -0.19 0.09
H -1.699 1.752 -4.000 0.32 -0.34 0.09 0.09
H -3.368 1.497 -3.602 0.16 0.01 0.64 0.09
C 7.580 -2.609 -6.030 -0.39 -0.72 -0.37 -0.12
O 7.023 -2.312 -4.772 -0.01 0.07 0.47 -0.20
C 7.685 -1.171 -4.227 -0.91 -0.40 0.34 -0.22
C 7.080 -0.781 -2.873 -0.52 0.14 0.15 -0.19
N 5.610 -0.575 -2.819 0.93 -0.11 0.64 -0.06
C 5.222 0.503 -3.716 -0.13 -0.21 -0.22 -0.21
C 3.906 1.205 -3.386 -0.68 -1.33 0.12 -0.16
O 2.829 0.229 -3.350 0.80 0.56 -0.15 -0.26
C 1.612 0.794 -2.909 0.16 0.25 0.78 -0.09
H 7.262 -3.603 -6.352 -0.20 -0.01 0.28 0.09
H 8.671 -2.665 -5.987 0.02 0.41 -0.13 0.09
H 7.190 -1.920 -6.785 0.48 0.24 -0.04 0.09
H 7.544 -0.360 -4.947 0.53 0.19 0.03 0.12
H 8.726 -1.455 -4.061 0.22 0.49 -0.19 0.13
H 7.512 0.176 -2.570 0.32 -0.11 0.02 0.11
H 7.334 -1.519 -2.111 0.04 -0.07 -0.08 0.12
H 5.220 -1.489 -3.010 -0.46 0.28 -0.31 0.08
H 5.255 0.132 -4.746 -0.34 0.36 -0.24 0.12
H 6.013 1.251 -3.622 -0.11 0.17 -0.16 0.13
H 3.619 1.929 -4.150 0.36 0.30 0.07 0.13
H 3.921 1.644 -2.386 0.31 0.30 -0.08 0.12
H 1.721 1.292 -1.935 0.24 -0.36 0.24 0.08
H 0.937 -0.049 -2.785 -0.42 0.31 -0.25 0.08
H 1.261 1.629 -3.523 -0.18 -0.50 -0.61 0.10
C -1.160 5.609 0.401 -1.57 0.06 0.47 -0.10
O -1.519 4.416 -0.296 1.88 0.23 0.39 -0.18
C -0.360 3.560 -0.315 -1.51 -1.43 -1.06 -0.21
C -0.240 2.653 0.904 1.34 0.34 0.33 -0.18
N 0.322 3.339 2.089 -0.69 -0.34 -1.22 -0.04
C 0.875 2.367 3.012 0.19 0.28 0.48 -0.24
C 1.390 3.114 4.260 -1.19 -1.29 -0.82 -0.18
O 0.306 3.708 4.958 0.08 0.58 0.67 -0.18
C -0.766 2.844 5.290 0.35 -0.62 -1.00 -0.10
H -0.268 6.088 0.000 0.01 0.01 0.01 0.09
H -1.082 5.435 1.477 0.57 -0.10 -0.05 0.07
H -2.037 6.258 0.361 0.20 0.24 -0.50 0.09
H 0.559 4.048 -0.648 0.08 0.52 0.80 0.12
H -0.538 2.893 -1.169 -0.30 -0.17 0.04 0.10
H 0.473 1.847 0.691 0.03 0.07 -0.40 0.10
H -1.170 2.128 1.148 -0.27 0.24 -0.29 0.10
H -0.485 3.832 2.457 0.42 0.10 0.81 0.09
H 1.708 1.841 2.537 0.17 0.27 -0.06 0.10
H 0.165 1.564 3.244 -0.08 0.02 0.30 0.08
H 2.023 3.896 3.848 0.13 0.19 0.58 0.12
H 1.905 2.397 4.905 0.27 0.17 0.05 0.12
H -1.429 3.279 6.032 0.18 0.35 -0.07 0.09
H -0.464 1.849 5.634 0.38 0.13 0.30 0.09
H -1.298 2.636 4.354 -0.59 0.07 0.17 0.06
C 3.144 -3.874 2.889 -1.28 -0.17 0.77 -0.67
O 2.796 -5.009 3.192 0.38 0.18 -0.24 0.02
N 3.615 -2.976 3.798 0.33 -0.13 -0.07 0.17
N 2.909 -3.355 1.643 0.69 -0.08 0.30 0.16
H 3.921 -2.045 3.558 -0.11 0.01 0.07 0.07
H 3.533 -3.247 4.761 0.23 -0.02 0.00 0.11
H 2.435 -3.989 1.028 0.11 0.25 -0.27 0.08
H 2.935 -2.354 1.557 -0.18 -0.06 -0.66 0.05
C 1.938 -3.108 -3.189 -0.21 -1.08 0.72 -0.60
O 1.299 -2.781 -2.152 0.54 0.85 -0.01 -0.10
N 2.955 -2.473 -3.799 -0.99 0.01 0.93 0.21
N 1.633 -4.322 -3.711 0.05 0.12 -0.25 0.17
H 3.316 -2.991 -4.579 0.50 0.54 -0.18 0.12
H 3.154 -1.486 -3.585 -0.25 -0.25 -0.28 0.08
H 1.871 -4.524 -4.666 -0.21 -0.40 0.07 0.11
H 0.893 -4.796 -3.227 -0.04 -0.30 -0.41 0.10
C 4.164 0.135 1.729 -0.12 0.72 0.19 -0.66
O 3.749 0.155 2.889 0.11 -0.65 -0.44 0.00
N 5.430 0.465 1.359 0.28 -0.06 -0.06 0.17
N 3.378 -0.126 0.645 0.17 -0.17 0.16 0.17
H 5.657 0.314 0.394 0.39 0.00 -0.08 0.08
H 6.189 0.500 2.015 -0.21 0.02 0.19 0.11
H 3.781 -0.062 -0.276 -0.32 -0.18 -0.09 0.09
H 2.405 -0.335 0.777 -0.10 0.19 -0.14 0.02
C 0.031 -1.065 4.938 -0.61 0.25 0.62 -0.69
O -0.537 -1.269 6.006 0.57 0.23 -0.65 0.03
N -0.630 -0.908 3.753 -1.15 -0.45 0.31 0.14
N 1.348 -0.865 4.732 0.24 -0.36 1.01 0.18
H -1.560 -0.555 3.913 -0.10 -0.16 -0.79 0.11
H -0.115 -0.960 2.882 -0.86 0.57 0.33 0.00
H 1.936 -1.139 5.502 0.42 0.01 -0.45 0.11
H 1.610 -0.887 3.764 1.06 0.15 0.23 0.06
```
Positions in Å, forces in eV/Å.

Summary:
total charge	+1
expectation value of S²	2.006
spin multiplicity	3
HOMO level (alpha / beta)	-10.39 / -10.39	eV
frontier orbital gap (alpha / beta)	7.109 / 4.431	eV
E_tot	-76929.414	eV

Here is a molecular structure, C4H4AgO in a non-equilibrium geometry from OMol25. Energies are from ωB97M-V/def2-TZVPD.

Structure (XYZ):
```
10
Properties=species:S:1:pos:R:3:forces:R:3:lowdin_charge:R:1
H 0.808 1.408 1.332 -0.65 -0.45 0.16 0.19
C 0.156 -0.524 -2.676 0.14 -0.88 -1.21 0.37
C -0.400 -0.411 -1.602 -0.77 0.47 3.39 0.07
H 0.569 -0.807 -3.628 0.09 0.32 -0.08 0.12
C -0.759 -0.019 -0.277 -1.16 1.01 -3.37 0.05
C 0.030 -0.314 0.759 2.68 -0.30 1.06 -0.02
O 0.358 0.618 1.727 0.01 0.09 -2.94 -0.09
Ag 0.121 0.509 3.714 -0.33 -0.14 3.07 0.98
H -1.532 0.750 -0.177 0.20 -0.01 -0.10 0.17
H 0.648 -1.208 0.828 -0.22 -0.11 0.01 0.17
```
Positions in Å, forces in eV/Å.

Summary:
total charge	+2
expectation value of S²	0.780
spin multiplicity	2
HOMO level (alpha / beta)	-19.69 / -20.34	eV
frontier orbital gap (alpha / beta)	9.813 / 7.654	eV
relative energy (zero: lowest compared OMol25 entry of this formula, charge and spin)	0.000	eV
E_tot	-10235.078	eV

Here is a molecular structure, C17H31F3O2P2Tc in a non-equilibrium geometry from OMol25. Energies are from ωB97M-V/def2-TZVPD.

Structure (XYZ):
```
56
Properties=species:S:1:pos:R:3:forces:R:3:lowdin_charge:R:1
P 0.256 -2.026 -1.580 -0.63 -0.42 -0.54 0.78
P 0.486 2.694 -1.756 0.25 -1.22 0.22 0.88
C 1.224 0.376 -3.573 1.02 0.01 1.11 -0.32
C 1.542 1.643 -2.757 0.67 -0.29 -0.47 -0.30
H 2.036 0.330 -4.334 -0.74 0.05 0.12 0.09
H 1.366 -0.504 -2.916 0.08 0.81 -0.59 -0.05
H 2.350 1.338 -2.075 -0.07 0.44 0.25 0.12
H 2.027 2.330 -3.460 -0.08 0.37 0.21 0.10
C -1.091 3.123 -2.435 -0.47 0.21 -0.24 -0.13
H -1.580 3.881 -1.791 0.18 -0.39 -0.31 0.11
H -1.726 2.226 -2.530 0.24 0.46 0.18 0.05
H -0.938 3.545 -3.437 0.01 0.09 0.26 0.08
C 1.475 4.084 -1.319 0.26 0.31 -0.08 -0.11
H 1.274 4.856 -2.071 0.19 0.03 0.16 0.09
H 2.533 3.786 -1.365 -0.28 0.18 0.06 0.09
H 1.242 4.467 -0.322 -0.08 -0.06 -0.14 0.09
C -0.864 -3.314 -2.260 -0.04 0.13 0.32 -0.29
H -0.801 -4.213 -1.626 -0.21 0.12 -0.51 0.06
H -0.584 -3.526 -3.304 -0.09 -0.13 0.40 0.02
H -1.882 -2.892 -2.250 0.25 -0.42 0.06 0.04
C 1.914 -2.769 -1.887 -0.05 0.33 0.13 -0.26
H 2.672 -1.973 -1.815 -0.04 -0.38 0.03 0.04
H 1.957 -3.196 -2.901 0.04 0.05 0.40 0.05
H 2.111 -3.531 -1.120 0.09 0.11 -0.41 0.06
Tc -0.610 -0.100 -4.393 2.46 1.34 6.76 1.46
C -0.112 1.417 -5.594 -1.41 1.92 -0.72 -0.30
C -1.554 1.343 -5.366 0.14 1.04 -2.17 -0.30
C -2.472 0.638 -6.341 -0.83 0.62 0.14 -0.17
C -2.038 -0.810 -6.695 -0.77 -0.19 -0.58 -0.17
C -1.187 -1.522 -5.669 -0.37 -3.20 -3.02 -0.28
C 0.258 -1.398 -5.603 -1.47 -2.01 -2.18 -0.30
C 0.992 -0.645 -6.681 0.71 0.02 -0.13 -0.16
C 0.558 0.825 -6.819 0.60 0.80 -0.39 -0.15
C 0.060 -2.246 0.220 -0.02 -0.02 -0.06 -0.28
H 0.348 2.329 -5.191 -0.01 -0.49 -0.05 0.11
H -1.987 2.184 -4.813 0.03 -0.51 0.11 0.11
H -2.570 1.260 -7.244 0.10 -0.28 0.06 0.14
H -3.484 0.619 -5.900 0.42 -0.06 -0.12 0.13
H -2.959 -1.400 -6.804 0.24 0.19 0.05 0.13
H -1.585 -0.820 -7.695 0.26 -0.03 0.30 0.13
H -1.594 -2.483 -5.355 0.00 0.21 0.36 0.12
H 0.754 -2.275 -5.187 0.09 0.32 0.41 0.13
H 0.863 -1.144 -7.647 -0.13 -0.13 0.17 0.14
H 2.067 -0.703 -6.469 -0.24 0.08 0.04 0.12
H 1.467 1.420 -6.978 -0.21 -0.14 -0.11 0.13
H -0.053 0.990 -7.718 0.00 -0.13 0.37 0.13
H 0.770 -1.587 0.738 -0.25 -0.24 0.03 0.05
H 0.280 -3.294 0.453 -0.01 0.19 0.16 0.06
H -0.968 -2.017 0.528 0.34 -0.03 -0.07 0.04
F -1.128 -0.046 1.985 -0.04 1.34 -0.87 0.15
C -1.187 1.217 1.484 -0.46 -0.19 2.01 -0.46
F -2.426 1.710 1.752 1.47 -0.46 -0.75 0.17
F -0.272 1.964 2.157 -0.97 -0.71 -1.04 0.16
C -0.908 1.205 -0.061 -0.84 -1.55 -1.02 -0.34
O -1.533 0.570 -0.888 1.02 1.57 1.83 0.11
O 0.209 1.934 -0.343 -0.31 0.35 -0.07 -0.10
```
Positions in Å, forces in eV/Å.

Summary:
total charge	+2
expectation value of S²	3.773
spin multiplicity	4
HOMO level (alpha / beta)	-14.09 / -14.11	eV
frontier orbital gap (alpha / beta)	6.847 / 5.229	eV
relative energy (zero: lowest compared OMol25 entry of this formula, charge and spin)	0.283	eV
E_tot	-51135.392	eV